No. 1
99
Properties=species:S:1:pos:R:3:forces:R:3:mulliken_charge:R:1 method="wB97M-V/def2-TZVPD" homo_energy_ha=-0.32782 lumo_ev=0.124 e_tot_ev=-613479.4292
C -0.9034 -0.8053 5.1839 -0.25 0.48 -0.59 -0.30
C -1.9799 -1.3388 4.2579 0.41 -0.39 0.46 -0.55
C -1.8926 -2.8542 4.0411 -0.48 0.56 -0.20 -0.53
N -1.4348 -3.2422 2.7055 0.44 0.10 0.94 -0.17
C -0.0465 -3.4177 2.4997 -0.84 -0.54 -1.86 0.16
O 0.7234 -4.0903 3.5140 0.34 -0.06 0.07 -0.30
C 1.9424 -3.5161 3.5200 1.28 -0.57 0.64 0.66
O 2.9930 -4.0454 3.7946 -1.76 0.84 -0.02 -0.58
O 1.8098 -2.2126 3.1492 0.44 0.32 -0.47 -0.35
C 0.7635 -2.1632 2.1447 0.81 -0.68 1.35 -0.14
P 1.6742 -2.2047 0.5373 -1.22 0.61 -1.02 0.10
S 0.5860 -1.9838 -1.0562 0.03 -0.04 0.23 -0.08
H 0.0889 -0.9913 4.7988 0.40 -0.27 0.03 -0.07
H -0.9995 -1.1889 6.1856 0.08 -0.32 0.34 0.09
H -0.9927 0.2717 5.2438 -0.04 0.37 0.14 0.37
H -1.9393 -0.8273 3.3063 -0.16 0.11 -0.34 0.45
H -2.9345 -1.1352 4.7200 -0.40 0.24 -0.04 0.15
H -2.8968 -3.2402 4.1370 -0.29 -0.31 -0.02 0.41
H -1.3168 -3.3037 4.8454 0.29 -0.20 0.06 0.32
H -1.9328 -4.0465 2.3729 -0.09 -0.22 -0.02 0.29
H -0.0090 -4.0744 1.6474 0.10 -0.34 -0.43 -0.20
H 0.1351 -1.2981 2.2596 0.10 0.61 -0.07 0.46
H 2.3426 -3.4372 0.5236 0.37 0.13 0.58 -0.02
H 2.6124 -1.1802 0.7195 0.30 -0.24 0.28 0.03
C 2.6401 0.5349 6.8163 -0.04 -0.16 0.09 -0.18
Cl 3.8135 0.3899 8.1275 -0.02 0.02 -0.02 -0.12
Cl 2.7955 -0.7962 5.6766 0.17 0.11 -0.10 -0.05
Cl 0.9926 0.6019 7.4466 0.07 0.12 0.15 -0.04
H 2.8378 1.4564 6.2883 0.00 0.06 -0.02 0.37
C -1.0901 -2.4832 -4.8881 0.11 -0.04 0.08 -0.20
Cl -1.0938 -3.9978 -3.9823 -0.01 0.01 -0.01 -0.03
Cl -1.1636 -1.1035 -3.7933 -0.17 -0.02 -0.11 -0.09
Cl 0.3383 -2.3815 -5.9210 -0.22 -0.05 0.13 -0.05
H -1.9681 -2.4634 -5.5183 -0.02 0.00 -0.02 0.36
C 3.1948 1.9422 -0.7609 -0.06 -0.15 0.00 -0.11
Cl 4.2143 1.8385 0.6819 -0.01 0.02 0.01 -0.12
Cl 3.6629 0.7088 -1.9302 -0.01 0.01 0.00 -0.08
Cl 1.4903 1.7934 -0.3341 0.16 -0.23 -0.05 -0.06
H 3.3455 2.9128 -1.2123 0.00 0.03 -0.02 0.34
C 0.3121 -7.1218 -0.6082 0.08 -0.01 -0.09 -0.05
Cl 1.0796 -5.5859 -0.1865 -0.03 -0.22 -0.10 -0.17
Cl -0.8402 -6.8884 -1.9255 -0.04 -0.01 0.11 -0.10
Cl 1.5245 -8.3302 -1.0183 -0.03 0.01 0.01 -0.11
H -0.2347 -7.4736 0.2554 -0.02 0.01 0.03 0.30
C 1.8715 -9.5306 -5.2115 -0.01 0.02 0.09 -0.03
Cl 1.6240 -11.1828 -4.6430 0.00 -0.01 -0.02 -0.12
Cl 0.6169 -8.4611 -4.5903 0.03 -0.02 -0.09 -0.04
Cl 3.4724 -8.9463 -4.7528 0.00 0.00 -0.02 -0.12
H 1.8116 -9.5342 -6.2906 0.01 -0.01 -0.03 0.33
C 0.7999 -3.1172 9.3048 0.00 0.09 -0.12 -0.08
Cl 1.5939 -2.0361 10.4502 0.01 -0.03 -0.03 -0.11
Cl -0.7718 -2.4822 8.8222 -0.03 0.19 0.21 0.01
Cl 1.7969 -3.3857 7.8751 0.06 -0.06 0.03 -0.04
H 0.6490 -4.0710 9.7881 -0.04 -0.05 0.04 0.24
C 0.6907 3.3970 -4.1614 -0.09 -0.04 0.13 -0.11
Cl 0.4882 1.7769 -3.5066 0.03 0.07 -0.26 0.01
Cl -0.6713 4.4184 -3.7084 0.19 0.17 0.02 -0.03
Cl 2.2189 4.1182 -3.6293 0.02 0.00 -0.03 -0.15
H 0.7166 3.3268 -5.2400 0.03 0.03 -0.03 0.32
C -4.7801 4.0569 -4.1419 0.15 -0.04 -0.19 -0.02
Cl -4.0500 5.6178 -3.7436 -0.10 0.13 0.11 -0.11
Cl -5.8399 4.1951 -5.5436 -0.01 0.03 0.05 -0.13
Cl -3.5161 2.8667 -4.4213 -0.24 -0.22 -0.01 -0.07
H -5.3752 3.7431 -3.2960 0.00 -0.01 0.04 0.33
C -2.0716 8.6096 -4.9288 0.16 0.12 0.08 0.38
Cl -2.4089 9.4549 -3.4166 -0.04 -0.05 -0.01 -0.13
Cl -2.8135 9.4503 -6.2931 -0.04 -0.03 -0.02 -0.10
Cl -0.3372 8.4281 -5.1716 -0.08 -0.02 -0.02 -0.07
H -2.5025 7.6210 -4.8672 -0.06 -0.04 -0.04 -0.07
C 0.5273 4.7788 3.0286 -0.03 -0.07 -0.05 -0.11
Cl -0.8237 5.4346 2.1039 0.00 0.04 -0.01 -0.13
Cl -0.0606 3.6974 4.2964 0.06 0.00 0.03 -0.07
Cl 1.6580 3.9390 1.9673 -0.06 0.23 0.34 -0.02
H 1.0428 5.6036 3.5004 0.01 0.01 0.03 0.33
C -4.3146 -0.3211 7.7202 0.10 0.06 -0.08 -0.17
Cl -2.8513 0.4892 8.2783 -0.02 -0.01 0.01 -0.07
Cl -4.9860 0.4977 6.3100 -0.01 -0.01 0.02 -0.12
Cl -3.9921 -2.0203 7.3615 -0.02 -0.05 0.02 -0.05
H -5.0465 -0.2799 8.5144 -0.02 -0.01 0.02 0.40
C 3.0039 7.9775 -7.6812 -0.07 -0.06 -0.08 -0.02
Cl 1.6492 8.6692 -8.5727 0.01 0.02 0.02 -0.10
Cl 2.4278 6.9453 -6.3704 0.09 -0.04 0.03 -0.07
Cl 4.0747 7.0819 -8.7588 0.01 0.01 0.02 -0.13
H 3.5684 8.7891 -7.2445 0.02 0.02 0.02 0.31
C -3.4109 12.2762 -8.9257 0.02 0.09 -0.04 0.36
Cl -2.7915 13.4051 -7.7222 0.00 -0.03 0.01 -0.12
Cl -4.9880 12.7944 -9.5218 0.00 -0.02 0.01 -0.13
Cl -2.2689 12.0870 -10.2566 0.00 -0.02 0.01 -0.12
H -3.5327 11.3132 -8.4507 -0.01 -0.03 0.01 0.00
C -0.8200 -6.5850 7.3700 -0.08 -0.04 -0.03 0.12
Cl -0.0745 -6.7082 8.9669 0.00 0.04 0.00 -0.14
Cl -1.6375 -8.0929 6.9596 0.01 0.00 -0.03 -0.14
Cl -1.9368 -5.2225 7.2932 0.00 -0.16 -0.07 -0.01
H -0.0359 -6.4176 6.6440 0.04 0.03 0.00 0.15
C 4.0721 -3.1689 -7.8509 -0.03 0.00 -0.08 0.07
Cl 2.8583 -1.9098 -7.6194 0.22 0.06 -0.13 -0.12
Cl 3.3591 -4.5907 -8.6124 0.00 -0.01 0.02 -0.12
Cl 5.4316 -2.5644 -8.7977 0.00 0.00 0.02 -0.12
H 4.4422 -3.4592 -6.8776 0.01 -0.01 0.03 0.29

No. 2
62
Properties=species:S:1:pos:R:3:forces:R:3:lowdin_spin:R:1 method="wB97M-V/def2-TZVPD" total_charge=+2 homo_energy_ha="-0.35055 / -0.51847" lumo_ev="-6.084 / -8.315" multiplicity=5 e_tot_ev=-60693.9780 de_lowest_kcal_mol=30.1
C -1.6889 2.9833 -3.8608 -0.88 -2.09 1.06 0.06
C -1.4443 1.7529 -3.2555 -1.68 1.13 -0.50 0.19
C -0.0906 1.2881 -3.2006 0.49 -2.02 0.80 0.34
C 0.9363 2.2650 -3.1784 0.93 2.61 -0.75 0.24
C 0.6792 3.5139 -3.7522 1.12 -1.34 0.58 0.02
C -0.6190 3.8308 -4.1757 0.32 0.76 -0.74 0.32
C 2.1692 1.8457 -2.4437 -0.21 0.30 0.58 0.07
C 2.5417 0.4662 -2.8793 2.95 0.25 -0.21 0.23
C 1.4632 -0.4537 -2.9021 -2.30 0.85 -0.30 0.36
C 1.7565 -1.8348 -2.6681 1.19 -1.88 0.51 0.19
C 3.0343 -2.2830 -2.9967 -2.00 -0.37 0.65 0.06
C 4.0365 -1.3680 -3.3622 0.73 -0.30 -0.62 0.33
C 3.8174 0.0047 -3.2048 -1.32 1.76 0.24 0.04
H -2.7216 3.2920 -4.0411 0.35 0.01 0.14 0.00
H 1.4923 4.2284 -3.8701 -0.22 -0.06 0.14 0.00
H -0.8199 4.7678 -4.7003 0.15 -0.28 0.26 0.02
H 2.9835 2.5601 -2.5527 -0.01 -0.03 0.17 0.00
H 3.2551 -3.3489 -2.9449 0.03 0.22 0.03 0.00
H 5.0075 -1.7351 -3.7008 -0.32 0.13 0.20 0.02
H 4.6280 0.7226 -3.3408 -0.15 -0.26 0.19 0.00
N 0.1825 -0.0350 -3.0699 0.02 -0.02 0.23 0.22
Pd -0.3350 0.2975 0.4913 0.08 0.31 -0.43 0.64
C -2.4653 0.8912 -2.5746 0.29 -0.02 -0.01 0.06
H -2.3182 -0.1575 -2.8659 -0.21 0.18 -0.12 0.01
H -3.4957 1.2179 -2.7822 0.29 -0.14 0.13 0.01
C 0.6884 -2.6692 -1.9985 0.39 0.21 -0.87 0.04
H -0.2787 -2.4403 -2.4634 0.07 -0.16 0.10 0.01
H 0.9145 -3.7405 -2.0897 -0.18 0.15 0.07 0.00
P -2.2304 0.8630 -0.7124 -0.90 0.49 -0.32 0.15
P 0.4993 -2.2906 -0.2169 0.17 -0.10 -0.44 0.06
C 1.6806 -3.3216 0.6669 0.18 0.19 0.19 0.01
H 1.5510 -3.1649 1.7456 0.15 -0.08 -0.22 0.00
H 1.5151 -4.3807 0.4269 -0.04 0.30 0.03 0.00
H 2.6981 -3.0324 0.3690 -0.24 -0.10 0.13 0.00
C -1.1547 -2.7733 0.3188 -0.32 -0.07 0.32 0.02
H -1.1632 -3.8501 0.5317 0.05 0.14 -0.13 0.00
H -1.4409 -2.2264 1.2296 0.09 -0.19 -0.28 0.00
H -1.8905 -2.5565 -0.4651 0.28 -0.01 0.16 0.00
C -2.5841 2.5810 -0.2035 0.01 -0.15 -0.04 0.02
H -3.5894 2.8785 -0.5281 0.22 0.00 0.08 0.00
H -2.4977 2.6475 0.8903 -0.07 0.07 -0.37 0.00
H -1.8335 3.2294 -0.6752 -0.21 -0.05 0.17 0.00
C -3.7201 -0.0979 -0.2470 0.20 0.07 -0.02 0.01
H -3.7975 -0.1852 0.8436 -0.04 -0.02 -0.28 0.00
H -4.6116 0.4057 -0.6461 0.20 -0.18 0.14 0.00
H -3.6399 -1.0988 -0.6925 -0.15 0.24 0.16 0.00
H 1.8520 1.7609 -1.3419 0.59 0.26 -1.10 0.04
H 0.9904 -0.8903 0.0741 0.07 -0.75 -0.19 0.06
C 1.1128 1.2372 5.3562 -0.02 0.26 0.14 0.00
N 0.1026 1.1966 4.2988 -0.27 -0.67 -0.44 0.03
C -0.4398 0.0930 3.7888 0.44 0.16 0.70 0.03
S -1.5718 0.2196 2.4913 -0.06 -0.10 0.01 0.08
N -0.1675 -1.1265 4.3620 -0.52 0.46 -0.74 0.02
C -0.5575 -1.4097 5.7560 0.30 -0.31 0.36 0.00
H 1.5679 0.2506 5.4716 -0.09 0.22 -0.06 0.00
H 0.6644 1.5613 6.3046 0.12 -0.17 -0.22 0.00
H 1.8716 1.9694 5.0745 -0.04 -0.14 0.04 0.00
H -0.1482 2.0609 3.8178 0.01 -0.36 0.38 0.00
H -0.4334 -1.8904 3.7398 -0.07 0.48 0.30 0.00
H -1.5066 -1.9615 5.7637 0.18 0.29 0.04 0.00
H 0.2131 -2.0468 6.2009 -0.19 0.23 0.13 0.00
H -0.6655 -0.4846 6.3327 0.05 -0.31 -0.19 0.00

No. 3
19
Properties=species:S:1:pos:R:3:forces:R:3:mulliken_charge:R:1 method="wB97M-V/def2-TZVPD" total_charge=-1 homo_energy_ha=-0.09237 lumo_ev=4.254 e_tot_ev=-8915.4386 de_lowest_kcal_mol=37.5
C 1.3955 -0.3369 -1.9654 0.53 0.11 -1.43 -1.21
C 0.9798 -0.7942 -0.6001 -1.26 -0.30 0.05 0.45
C -0.2621 -2.5205 0.4002 0.53 0.74 -0.49 -0.34
N -0.0244 -1.8937 -0.6901 0.70 -0.65 0.89 -0.56
H 2.1565 0.4738 -1.9632 -0.61 -0.24 0.42 0.31
H 1.9077 -1.1452 -2.5355 -0.48 0.19 0.12 0.35
H 0.5281 0.0216 -2.5670 0.54 -0.28 0.37 0.25
H 0.4740 0.0560 -0.0165 1.12 -0.58 -0.25 -0.11
H 1.8767 -1.0923 -0.0274 -0.51 -0.01 0.04 0.22
H 0.1961 -2.1897 1.3561 -0.10 -0.30 -0.35 0.27
H -0.9187 -3.4013 0.4310 -0.04 0.45 -0.16 0.28
C -0.6489 1.2572 1.5697 -0.69 -0.70 0.11 -0.38
O 0.6253 1.0722 1.1981 0.34 1.24 0.52 -0.84
C -1.5021 1.9927 0.4656 0.88 -1.58 0.19 -0.75
H -0.8316 1.8645 2.4772 0.24 0.14 0.48 0.32
H -1.0647 0.2283 1.8403 -0.64 0.68 -0.29 0.10
H -1.1723 1.4766 -0.4571 -0.58 0.49 0.09 0.12
H -1.1263 3.0057 0.4645 -0.15 0.43 -0.23 0.21
H -2.5885 1.9250 0.6196 0.17 0.14 -0.08 0.31